(one)
{
  "formula": "C7H12O",
  "method": "the ωB97M-V functional and the def2-TZVPD basis",
  "species": ["C", "C", "C", "C", "C", "C", "C", "O", "H", "H", "H", "H", "H", "H", "H", "H", "H", "H", "H", "H"],
  "xyz": [[-1.654, -1.599, -0.123], [-0.358, -0.731, 0.105], [1.160, -1.295, -0.153], [1.981, -0.106, 0.321], [1.131, 1.113, -0.318], [-0.234, 0.681, 0.200], [-1.327, 1.814, 0.021], [-0.196, -0.066, 1.382], [-1.621, -2.582, 0.468], [-2.572, -1.187, 0.183], [-1.672, -1.764, -1.250], [1.156, -1.354, -1.235], [1.326, -2.133, 0.468], [3.088, -0.370, 0.058], [1.784, 0.104, 1.452], [1.239, 2.223, 0.114], [1.169, 1.075, -1.441], [-1.087, 2.144, -1.063], [-1.041, 2.598, 0.647], [-2.274, 1.437, 0.165]],
  "nbo_charge": [-0.634, 0.237, -0.425, -0.427, -0.429, 0.200, -0.604, -0.524, 0.222, 0.221, 0.216, 0.202, 0.220, 0.221, 0.247, 0.211, 0.212, 0.207, 0.214, 0.214],
  "homo_energy_ev": -9.43,
  "smiles": "C[C@@]12CCC[C@]1(C)O2",
  "total_charge": 0,
  "multiplicity": 1
}

***

(two)
{
  "formula": "C7H12O",
  "method": "the ωB97M-V functional and the def2-TZVPD basis",
  "species": ["C", "C", "C", "O", "C", "C", "C", "C", "H", "H", "H", "H", "H", "H", "H", "H", "H", "H", "H", "H"],
  "xyz": [[-3.231, -1.307, 0.475], [-1.942, -1.201, 0.175], [-1.324, 0.115, -0.120], [-1.901, 1.170, 0.063], [-0.016, 0.035, -0.923], [1.057, 0.268, 0.147], [2.369, -0.408, -0.208], [1.229, 1.751, 0.442], [-3.695, -2.244, 0.715], [-3.855, -0.426, 0.483], [-1.298, -2.068, 0.113], [0.014, 0.830, -1.667], [0.099, -0.948, -1.380], [0.580, -0.212, 1.067], [2.761, 0.014, -1.134], [2.241, -1.479, -0.357], [3.108, -0.244, 0.574], [1.661, 2.255, -0.421], [1.882, 1.899, 1.299], [0.260, 2.197, 0.659]],
  "nbo_charge": [-0.281, -0.330, 0.561, -0.550, -0.500, -0.192, -0.602, -0.613, 0.199, 0.213, 0.206, 0.227, 0.212, 0.187, 0.204, 0.206, 0.211, 0.200, 0.207, 0.233],
  "homo_energy_ev": -9.53,
  "smiles": "C=CC(=O)CC(C)C",
  "total_charge": 0,
  "multiplicity": 1
}

***

(three)
{
  "formula": "C7H12O",
  "method": "the ωB97M-V functional and the def2-TZVPD basis",
  "species": ["C", "C", "C", "C", "C", "C", "C", "H", "H", "H", "H", "H", "H", "H", "H", "H", "H", "O", "H", "H"],
  "xyz": [[-2.725, 1.384, -0.945], [-1.723, 0.596, -0.564], [-0.320, 1.045, -0.461], [0.718, 0.187, -0.388], [1.952, 0.566, 0.379], [0.596, -1.161, -0.881], [1.595, -1.943, -1.312], [-2.633, 2.325, -1.472], [-3.761, 1.063, -0.914], [-2.015, -0.395, -0.241], [-0.292, 2.126, -0.480], [1.838, 0.085, 1.350], [2.881, 0.144, -0.029], [2.224, 1.620, 0.360], [-0.407, -1.558, -1.006], [2.637, -1.718, -1.134], [1.348, -2.957, -1.601], [-0.802, -0.618, 2.794], [-1.007, -0.831, 3.689], [-0.104, 0.039, 2.853]],
  "nbo_charge": [-0.381, -0.217, -0.211, -0.006, -0.640, -0.209, -0.386, 0.186, 0.193, 0.207, 0.210, 0.218, 0.209, 0.225, 0.209, 0.190, 0.200, -0.932, 0.467, 0.468],
  "homo_energy_ev": -7.92,
  "smiles": "C=C/C=C(/C)C=C.O",
  "total_charge": 0,
  "multiplicity": 1
}

***

In terms of stability, (two) leads; the second structure lies 153.3 kJ/mol higher.

***

(one)
{
  "formula": "C4H38N2O15",
  "method": "the ωB97M-V functional and the def2-TZVPD basis",
  "species": ["C", "N", "C", "O", "C", "C", "O", "N", "H", "H", "H", "H", "H", "H", "H", "H", "H", "H", "H", "H", "H", "H", "O", "H", "H", "O", "H", "H", "O", "H", "H", "O", "H", "H", "O", "H", "H", "O", "H", "H", "O", "H", "H", "O", "H", "H", "O", "H", "H", "O", "H", "H", "O", "H", "H", "O", "H", "H", "O"],
  "xyz": [[0.906, -0.304, 0.565], [1.154, 1.218, 0.346], [-0.047, 1.990, -0.027], [-0.793, 1.560, -1.220], [1.222, -0.707, 1.968], [2.554, -1.482, 2.038], [3.587, -0.735, 1.327], [0.096, -1.565, 2.471], [-0.062, -0.519, 0.129], [1.624, -0.791, -0.024], [1.893, 1.244, -0.315], [0.124, 3.087, -0.342], [-0.850, 1.860, 0.801], [-0.374, 0.904, -1.767], [1.206, 0.124, 2.608], [2.522, -2.527, 1.553], [2.720, -1.561, 3.152], [3.337, 0.319, 1.569], [-0.708, -1.580, 1.867], [0.353, -2.512, 2.697], [-1.417, 0.243, 2.713], [-0.783, 1.581, 2.647], [-1.576, 1.107, 2.520], [-0.719, 2.174, -3.505], [0.347, 2.079, -4.525], [-0.728, 2.119, -4.313], [2.619, 4.477, -1.117], [2.443, 2.978, -1.528], [1.956, 3.826, -1.539], [-2.983, -1.007, -2.569], [-1.672, -1.743, -2.966], [-2.634, -1.964, -2.637], [-2.913, -2.769, 0.072], [-2.448, -2.885, -1.348], [-2.219, -3.309, -0.448], [0.994, 3.081, 3.820], [1.207, 2.908, 2.312], [0.833, 2.516, 3.038], [-3.781, -2.106, 1.759], [-3.939, -0.750, 1.112], [-3.225, -1.395, 1.332], [-4.539, 1.767, 1.148], [-3.181, 1.211, 1.870], [-3.958, 0.946, 1.263], [-0.363, -4.002, -0.186], [-0.693, -4.483, -1.452], [0.097, -4.361, -0.970], [0.624, -2.823, -1.584], [1.901, -2.762, -2.432], [1.224, -2.203, -2.129], [-2.321, 1.028, -2.223], [-3.350, 0.549, -1.250], [-3.203, 0.566, -2.246], [4.029, 1.537, 2.789], [2.466, 1.858, 2.727], [3.316, 1.887, 2.348], [2.402, -0.565, -2.183], [3.362, -0.091, -3.186], [2.869, 0.180, -2.554]],
  "nbo_charge": [-0.261, -0.682, 0.041, -0.821, -0.092, -0.075, -0.771, -0.884, 0.209, 0.225, 0.372, 0.218, 0.200, 0.478, 0.188, 0.188, 0.163, 0.488, 0.381, 0.366, 0.492, 0.501, -0.964, 0.431, 0.465, -0.896, 0.476, 0.478, -0.948, 0.512, 0.479, -0.991, 0.491, 0.503, -1.067, 0.496, 0.492, -0.949, 0.468, 0.510, -0.976, 0.487, 0.527, -1.021, 0.504, 0.484, -0.949, 0.511, 0.469, -1.015, 0.501, 0.495, -0.952, 0.487, 0.495, -0.955, 0.496, 0.452, -0.956],
  "homo_energy_ev": -9.30,
  "total_charge": 0,
  "multiplicity": 1
}

***

(two)
{
  "formula": "C4H38N2O15",
  "method": "the ωB97M-V functional and the def2-TZVPD basis",
  "species": ["N", "C", "C", "C", "O", "C", "N", "H", "H", "H", "H", "H", "H", "H", "H", "H", "H", "H", "H", "O", "H", "H", "O", "H", "H", "O", "H", "H", "O", "H", "H", "O", "H", "H", "O", "H", "H", "O", "H", "H", "O", "H", "H", "O", "H", "H", "O", "H", "H", "O", "H", "H", "O", "H", "H", "O", "H", "H", "O"],
  "xyz": [[-0.694, 0.588, 0.431], [0.549, -0.232, 0.216], [1.451, -0.101, 1.459], [1.822, 1.305, 1.704], [2.394, 2.016, 0.890], [-0.064, -1.684, -0.170], [-0.584, -1.921, -1.620], [-1.143, 0.968, -0.455], [-1.461, -0.168, 0.685], [1.040, 0.165, -0.655], [2.508, -0.539, 1.549], [0.816, -0.424, 2.255], [1.570, 1.477, 2.764], [0.743, -2.399, -0.014], [-0.745, -2.111, 0.481], [-0.073, -1.314, -2.209], [-0.270, -2.821, -2.073], [-3.561, 0.559, -0.411], [-3.815, -0.652, 0.346], [-3.612, 0.308, 0.482], [-3.066, 0.323, 4.273], [-2.346, -0.046, 2.915], [-2.419, -0.260, 3.749], [-3.169, -2.114, 3.299], [-3.759, -1.426, 2.117], [-3.864, -2.284, 2.630], [-1.574, 4.505, -1.153], [-1.577, 3.223, -0.405], [-1.364, 3.672, -1.235], [2.013, -3.153, 1.599], [1.133, -4.311, 2.199], [1.468, -3.374, 2.259], [2.079, -1.000, -3.008], [3.368, -0.389, -3.244], [2.982, -1.186, -2.675], [3.857, 1.438, -2.776], [2.663, 1.904, -3.210], [3.344, 1.330, -3.623], [3.527, -3.065, -0.794], [3.356, -1.605, -0.982], [3.276, -2.248, -0.274], [0.052, -2.064, 4.033], [-1.325, -1.734, 4.635], [-0.403, -2.095, 4.867], [-2.537, -1.131, -1.639], [-3.231, -2.354, -1.498], [-3.310, -1.510, -1.320], [0.771, 2.122, -1.812], [-0.381, 2.850, -2.502], [0.287, 2.197, -2.637], [0.532, -0.109, -4.557], [-0.239, 0.476, -3.127], [0.107, -0.257, -3.699], [-1.194, 3.918, 2.081], [-1.525, 2.645, 1.589], [-1.650, 3.552, 1.297], [2.815, 4.197, -0.982], [2.069, 2.901, -0.639], [2.362, 3.439, -1.403]],
  "nbo_charge": [-0.922, -0.040, -0.525, 0.493, -0.596, -0.249, -0.901, 0.370, 0.386, 0.196, 0.282, 0.217, 0.123, 0.205, 0.190, 0.379, 0.374, 0.474, 0.499, -0.973, 0.506, 0.471, -0.962, 0.477, 0.452, -0.935, 0.466, 0.501, -0.966, 0.479, 0.485, -0.960, 0.490, 0.505, -1.016, 0.476, 0.505, -0.949, 0.472, 0.504, -0.991, 0.470, 0.479, -0.956, 0.489, 0.469, -0.957, 0.472, 0.512, -0.975, 0.506, 0.528, -1.036, 0.481, 0.488, -0.954, 0.483, 0.489, -0.984],
  "homo_energy_ev": -9.71,
  "total_charge": 0,
  "multiplicity": 1
}

***

In terms of stability, (two) leads; the second structure lies 5.7 kJ/mol higher.

***

(one)
{
  "formula": "C19H20N4O3S",
  "method": "the ωB97M-V functional and the def2-TZVPD basis",
  "species": ["C", "S", "C", "C", "C", "N", "C", "O", "C", "C", "C", "C", "C", "N", "O", "O", "C", "C", "C", "N", "C", "C", "C", "C", "C", "C", "N", "H", "H", "H", "H", "H", "H", "H", "H", "H", "H", "H", "H", "H", "H", "H", "H", "H", "H", "H", "H"],
  "xyz": [[-1.006, -5.009, -0.517], [0.435, -3.920, -0.356], [0.068, -3.131, 1.249], [-1.081, -2.133, 1.189], [-0.863, -1.056, 0.133], [0.345, -0.292, 0.422], [1.002, 0.383, -0.541], [0.621, 0.440, -1.694], [2.240, 1.077, -0.047], [2.082, 2.210, 0.739], [3.188, 2.912, 1.190], [4.448, 2.471, 0.850], [4.605, 1.337, 0.056], [5.964, 0.960, -0.251], [6.828, 1.354, 0.505], [6.174, 0.288, -1.237], [3.505, 0.607, -0.413], [3.634, -0.631, -1.234], [-2.035, -0.131, 0.037], [-3.004, -0.027, 0.900], [-3.824, 0.961, 0.412], [-5.006, 1.485, 0.923], [-5.619, 2.493, 0.209], [-5.082, 2.979, -0.986], [-3.911, 2.474, -1.513], [-3.289, 1.460, -0.801], [-2.148, 0.734, -1.014], [-1.075, -5.646, 0.361], [-0.839, -5.613, -1.402], [-1.910, -4.418, -0.638], [-0.144, -3.924, 1.966], [1.001, -2.644, 1.530], [-1.205, -1.659, 2.164], [-2.017, -2.642, 0.961], [-0.700, -1.518, -0.851], [0.632, -0.211, 1.384], [1.086, 2.547, 0.989], [3.064, 3.795, 1.797], [5.333, 2.992, 1.184], [2.704, -1.192, -1.243], [4.436, -1.271, -0.871], [3.884, -0.364, -2.261], [-5.418, 1.109, 1.845], [-6.538, 2.922, 0.579], [-5.599, 3.770, -1.509], [-3.496, 2.848, -2.436], [-1.468, 0.824, -1.756]],
  "nbo_charge": [-0.739, 0.175, -0.521, -0.415, -0.117, -0.602, 0.687, -0.635, -0.136, -0.154, -0.219, -0.165, 0.019, 0.527, -0.379, -0.369, 0.056, -0.637, 0.388, -0.474, 0.061, -0.191, -0.235, -0.212, -0.261, 0.165, -0.559, 0.215, 0.236, 0.212, 0.224, 0.220, 0.225, 0.233, 0.249, 0.409, 0.224, 0.227, 0.250, 0.221, 0.238, 0.251, 0.220, 0.212, 0.213, 0.216, 0.449],
  "homo_energy_ev": -8.55,
  "smiles": "CSCC[C@H](NC(=O)c1cccc([N+](=O)[O-])c1C)c1nc2ccccc2[nH]1",
  "total_charge": 0,
  "multiplicity": 1
}

***

(two)
{
  "formula": "C19H20N4O3S",
  "method": "the ωB97M-V functional and the def2-TZVPD basis",
  "species": ["C", "C", "C", "C", "C", "C", "C", "C", "O", "N", "C", "C", "O", "N", "N", "C", "S", "N", "C", "O", "C", "C", "C", "C", "C", "C", "C", "H", "H", "H", "H", "H", "H", "H", "H", "H", "H", "H", "H", "H", "H", "H", "H", "H", "H", "H", "H"],
  "xyz": [[-2.100, 2.985, 1.409], [-0.854, 2.170, 1.597], [0.378, 2.815, 1.612], [1.557, 2.121, 1.816], [1.523, 0.755, 2.038], [0.308, 0.099, 2.034], [-0.878, 0.787, 1.793], [-2.115, -0.048, 1.771], [-2.344, -0.910, 2.594], [-2.952, 0.193, 0.721], [-4.057, -0.685, 0.436], [-3.761, -1.759, -0.609], [-4.597, -2.505, -1.072], [-2.450, -1.827, -0.936], [-2.032, -2.703, -1.920], [-0.780, -2.982, -2.279], [-0.469, -4.211, -3.339], [0.326, -2.278, -1.798], [0.514, -1.029, -1.268], [-0.391, -0.231, -1.062], [1.930, -0.732, -0.953], [2.718, -1.726, -0.371], [4.023, -1.464, -0.004], [4.556, -0.205, -0.228], [3.779, 0.782, -0.804], [2.458, 0.548, -1.166], [1.645, 1.645, -1.774], [-2.297, 3.148, 0.348], [-2.964, 2.500, 1.853], [-1.974, 3.963, 1.869], [0.409, 3.885, 1.463], [2.500, 2.647, 1.814], [2.436, 0.207, 2.215], [0.256, -0.965, 2.215], [-2.654, 0.836, 0.004], [-4.933, -0.117, 0.110], [-4.306, -1.201, 1.370], [-1.786, -1.060, -0.750], [-2.784, -3.286, -2.282], [1.176, -2.763, -2.067], [2.295, -2.700, -0.170], [4.619, -2.237, 0.454], [5.577, 0.007, 0.051], [4.201, 1.762, -0.974], [0.911, 1.996, -1.050], [1.102, 1.296, -2.649], [2.281, 2.479, -2.060]],
  "nbo_charge": [-0.659, 0.095, -0.248, -0.195, -0.222, -0.159, -0.171, 0.672, -0.604, -0.627, -0.322, 0.648, -0.621, -0.473, -0.392, 0.259, -0.216, -0.640, 0.709, -0.630, -0.178, -0.172, -0.226, -0.177, -0.209, 0.067, -0.642, 0.213, 0.228, 0.224, 0.211, 0.215, 0.220, 0.228, 0.405, 0.228, 0.268, 0.440, 0.451, 0.441, 0.221, 0.223, 0.220, 0.215, 0.245, 0.225, 0.214],
  "homo_energy_ev": -8.45,
  "smiles": "Cc1ccccc1C(=O)NCC(=O)NNC(=S)NC(=O)c1ccccc1C",
  "total_charge": 0,
  "multiplicity": 1
}

***

In terms of stability, (two) leads; the second structure lies 224.9 kJ/mol higher.

***

(one)
{
  "formula": "C3H6Cl2O",
  "method": "the ωB97M-V functional and the def2-TZVPD basis",
  "species": ["C", "C", "C", "H", "H", "H", "H", "H", "H", "O", "Cl", "Cl"],
  "xyz": [[0.327, -0.126, -1.131], [-0.075, 0.571, 0.109], [-0.798, -0.268, 1.288], [2.477, -0.280, -1.858], [0.482, -1.259, -0.894], [-0.521, -0.206, -1.812], [0.744, 0.793, 0.935], [-0.703, 1.292, -0.136], [-0.240, -1.022, 1.997], [1.342, 0.349, -1.931], [-2.156, -0.836, 0.669], [-0.880, 0.993, 2.765]],
  "nbo_charge": [-0.074, -0.436, -0.231, 0.462, 0.151, 0.181, 0.235, 0.210, 0.251, -0.695, 0.102, -0.156],
  "homo_energy_ev": -10.41,
  "total_charge": 0,
  "multiplicity": 1
}

***

(two)
{
  "formula": "C3H6Cl2O",
  "method": "the ωB97M-V functional and the def2-TZVPD basis",
  "species": ["O", "C", "C", "C", "Cl", "Cl", "H", "H", "H", "H", "H", "H"],
  "xyz": [[-0.283, 2.529, -1.824], [0.408, 1.595, -1.024], [-0.528, 1.049, 0.102], [0.179, -0.262, 0.654], [0.750, -1.275, -0.722], [-0.690, -1.246, 1.781], [-0.182, 3.349, -1.292], [1.410, 1.901, -0.702], [0.581, 0.778, -1.695], [-0.623, 1.604, 1.009], [-1.462, 0.714, -0.399], [1.168, -0.015, 1.272]],
  "nbo_charge": [-0.695, -0.087, -0.450, -0.235, -0.049, 0.013, 0.459, 0.167, 0.199, 0.221, 0.233, 0.224],
  "homo_energy_ev": -10.51,
  "smiles": "OCCC(Cl)Cl",
  "total_charge": 0,
  "multiplicity": 1
}

***

In terms of stability, (two) leads; the second structure lies 299.1 kJ/mol higher.

***

(one)
{
  "formula": "C2H2BrClNO2",
  "method": "the ωB97M-V functional and the def2-TZVPD basis",
  "species": ["C", "C", "N", "O", "O", "Cl", "Br", "H", "H"],
  "xyz": [[1.580, -0.023, 2.024], [-0.470, -0.323, 0.034], [0.116, 0.243, 1.957], [1.823, -0.892, 1.185], [2.082, 0.441, 3.036], [-0.600, 1.743, 2.448], [-2.344, -0.405, 0.055], [-0.010, -1.253, 0.077], [-0.315, 0.453, -0.530]],
  "nbo_charge": [0.838, -0.246, -0.532, -0.759, -0.718, 0.036, -0.024, 0.240, 0.165],
  "homo_energy_ev": -4.49,
  "total_charge": -1,
  "multiplicity": 1
}

***

(two)
{
  "formula": "C2H2BrClNO2",
  "method": "the ωB97M-V functional and the def2-TZVPD basis",
  "species": ["C", "C", "N", "O", "O", "Cl", "Br", "H", "H"],
  "xyz": [[-0.533, 1.380, 0.549], [0.652, -1.245, -0.020], [-0.631, 0.384, -0.538], [0.054, 1.015, 1.558], [-1.157, 2.396, 0.256], [-0.259, 0.885, -2.093], [-0.434, -2.676, 0.447], [1.150, -0.767, 0.806], [1.157, -1.373, -0.965]],
  "nbo_charge": [0.826, -0.350, -0.525, -0.761, -0.735, 0.077, 0.036, 0.244, 0.189],
  "homo_energy_ev": [-4.28, -4.29],
  "total_charge": -1,
  "multiplicity": 1
}

***

In terms of stability, (two) leads; the second structure lies 35.3 kJ/mol higher.